Computed, not measured: a molecular structure, C28H16Br2F5N5O2S2Sn, with ωB97M-V/def2-TZVPD.

The geometry in XYZ format:
```
61
Properties=species:S:1:pos:R:3
Sn -0.65730 0.46242 0.55171
S -2.49714 -1.23180 1.16673
C -2.65465 -2.62364 0.11475
C -3.80059 -3.41188 0.32590
C -4.02789 -4.57193 -0.38158
C -3.12791 -5.00749 -1.35409
C -2.01240 -4.24240 -1.60446
C -1.76570 -3.06147 -0.88725
S -0.33107 -2.16420 -1.29326
H -4.50847 -3.08861 1.07765
H -4.92080 -5.14908 -0.17515
H -3.30851 -5.91695 -1.91053
H -1.30346 -4.53549 -2.36810
N 3.43503 1.82324 -1.54476
C 4.16645 0.75464 -1.08852
C 3.67655 0.48905 0.15458
N 2.65733 1.35431 0.46859
C 2.53477 2.14074 -0.57320
C 1.57069 3.22684 -0.71381
N 0.37893 3.26089 -0.17528
C -0.16872 4.46217 -0.54522
C 0.70676 5.16127 -1.32040
N 1.81943 4.35962 -1.42967
H 3.44748 2.17978 -2.48447
H 4.94125 0.29616 -1.67675
H 4.00856 -0.26713 0.84656
H -1.15678 4.74851 -0.22621
H 0.65259 6.13064 -1.78268
H 2.68965 4.62179 -1.85773
C 1.46232 -1.92563 1.95304
C 1.05800 -0.94856 3.01235
C 1.55037 -1.03272 4.33026
C 1.11963 -0.14999 5.27809
C 0.16749 0.83766 4.94633
C -0.36770 1.80062 5.83481
Br 0.19757 1.85075 7.64395
C -1.29289 2.70323 5.40014
C -1.73906 2.69314 4.06737
Br -3.02534 3.95810 3.52340
C -1.26997 1.78031 3.14141
O -1.67101 1.71629 1.90557
C -0.28283 0.85415 3.61331
N 0.18541 -0.02064 2.68666
H 2.31414 -2.52522 2.26887
H 1.71118 -1.40629 1.02591
H 0.62338 -2.59320 1.73943
H 2.26942 -1.80245 4.57481
H 1.49661 -0.20170 6.29061
H -1.69866 3.43797 6.08125
F 0.43852 -0.58297 -7.50544
C 0.09277 -0.67728 -6.22407
C 0.79240 0.02858 -5.26288
F 1.81680 0.80979 -5.61748
C 0.42805 -0.07501 -3.93340
F 1.11459 0.61708 -3.02010
C -0.63330 -0.87465 -3.53421
O -1.01048 -0.90031 -2.22932
C -1.32681 -1.57619 -4.51345
F -2.34951 -2.35326 -4.17028
C -0.97020 -1.48171 -5.84730
F -1.64495 -2.15984 -6.77300
```

Results
Orbital gap (eV): 7.4
Relative energy (zero: lowest compared OMol25 entry of this formula, charge and spin) (kJ/mol): 144.4
LUMO (eV): -0.07